[1]
Below is C8H16Cl2FeIO24S4 as an isolated structure, with properties calculated with ωB97M-V with the def2-TZVPD basis set.

## Properties
- LUMO (alpha / beta): 1.81 / 1.80 eV
- Net charge: -1
- Kohn-Sham gap (alpha / beta): 7.54 / 7.52 eV
- Max |F|: 6.82 eV Å⁻¹
- Spin multiplicity: 5

Last column: Löwdin charge in e.
Atoms and positions in Å:
Fe: -1.784 -0.411 0.074  0.509
I: -2.658 -2.639 1.203  0.088
Cl: 1.276 0.166 -0.441  0.595
O: 2.141 -0.226 -1.502  -0.316
O: 0.598 -0.927 0.212  -0.401
O: 1.933 0.868 0.503  -0.286
O: 0.189 0.974 -0.973  -0.364
Cl: -4.183 1.787 -0.641  0.629
O: -3.277 0.765 -1.038  -0.434
O: -5.506 1.314 -0.869  -0.312
O: -4.095 1.756 0.748  -0.345
O: -3.764 3.035 -1.272  -0.323
C: 1.080 3.274 3.067  -0.187
C: 1.415 2.185 4.094  -0.127
O: 0.545 1.062 3.747  -0.224
S: -0.844 1.557 3.093  0.804
O: -1.871 1.887 4.111  -0.221
O: -1.251 0.508 2.099  -0.345
O: 0.049 2.736 2.283  -0.202
H: 1.797 3.712 2.373  0.143
H: 0.601 4.068 3.639  0.120
H: 1.212 2.573 5.092  0.128
H: 2.448 1.887 3.916  0.130
C: 0.012 3.221 -3.736  -0.219
C: 0.597 1.940 -4.326  -0.141
O: -0.461 1.381 -5.195  -0.232
S: -1.977 2.028 -4.755  0.797
O: -2.865 0.917 -4.349  -0.239
O: -2.352 2.982 -5.810  -0.269
O: -1.292 2.861 -3.470  -0.202
H: -0.026 4.011 -4.485  0.118
H: 0.547 3.827 -3.006  0.140
H: 0.988 1.102 -3.750  0.101
H: 1.464 2.096 -4.968  0.118
C: 0.520 -3.818 -3.292  -0.171
C: 1.040 -2.580 -4.141  -0.110
O: 0.021 -1.660 -3.737  -0.241
S: -1.454 -2.170 -3.266  0.746
O: -2.516 -2.138 -4.268  -0.212
O: -1.675 -1.644 -1.923  -0.335
O: -0.873 -3.717 -3.111  -0.191
H: 1.091 -3.917 -2.369  0.129
H: 0.727 -4.722 -3.864  0.120
H: 0.939 -2.688 -5.221  0.119
H: 2.054 -2.212 -3.983  0.129
C: 1.942 -2.180 3.760  -0.170
C: 2.682 -1.769 5.094  -0.179
O: 2.035 -2.393 6.156  -0.214
S: 0.804 -3.313 5.618  0.710
O: -0.331 -2.452 5.543  -0.218
O: 0.730 -4.508 6.453  -0.243
O: 1.549 -3.480 4.122  -0.201
H: 2.632 -2.363 2.936  0.140
H: 1.093 -1.556 3.482  0.114
H: 2.677 -0.686 5.221  0.121
H: 3.628 -2.310 5.122  0.128

[2]
Below is C8H16Cl2HoO as an isolated structure, with properties calculated with ωB97M-V with the def2-TZVPD basis set.

## Properties
- LUMO (alpha / beta): 2.67 / 2.67 eV
- Net charge: -1
- Kohn-Sham gap (alpha / beta): 3.93 / 3.99 eV
- Max |F|: 3.12 eV Å⁻¹
- Spin multiplicity: 5

Last column: Löwdin charge in e.
Atoms and positions in Å:
Ho: 0.219 0.051 2.399  0.516
Cl: -1.888 1.277 2.869  -0.212
Cl: 0.814 -2.366 2.571  -0.215
C: 1.062 0.642 4.253  -0.480
H: 1.859 0.095 4.791  -0.163
H: 0.743 1.556 4.789  -0.165
C: -0.119 -1.279 -0.890  -0.141
C: -0.996 -0.782 -0.081  -0.228
H: 0.676 -1.935 -0.516  0.095
C: -1.959 0.309 -0.486  -0.223
H: -1.201 -1.251 0.909  0.049
C: -2.327 0.206 -1.975  -0.208
H: -2.860 0.282 0.142  0.092
H: -1.509 1.303 -0.310  0.105
C: -1.076 0.059 -2.838  -0.210
H: -2.985 -0.658 -2.120  0.113
H: -2.887 1.093 -2.284  0.104
C: -0.139 -1.076 -2.377  -0.190
H: -1.360 -0.099 -3.885  0.101
H: -0.505 0.994 -2.792  0.108
H: -0.443 -2.011 -2.882  0.114
H: 0.876 -0.870 -2.749  0.101
C: 2.889 0.462 0.427  -0.106
O: 1.784 1.069 1.116  -0.304
H: 3.823 0.982 0.672  0.088
H: 2.687 0.484 -0.650  0.077
H: 2.937 -0.575 0.765  0.075
H: 1.887 2.035 1.132  0.106

[3]
Below is C8H16Cl2N2NdO as an isolated structure, with properties calculated with ωB97M-V with the def2-TZVPD basis set.

## Properties
- LUMO (alpha / beta): 2.72 / 2.72 eV
- Net charge: -1
- Kohn-Sham gap (alpha / beta): 4.33 / 4.38 eV
- Max |F|: 6.63 eV Å⁻¹
- Spin multiplicity: 4

Last column: Löwdin charge in e.
Atoms and positions in Å:
Nd: -1.498 0.046 -0.525  0.964
Cl: -1.196 1.893 -2.379  -0.278
Cl: -1.289 -1.354 1.807  -0.176
C: -3.708 0.300 -0.517  -0.515
H: -3.880 -0.781 -0.248  -0.177
H: -3.724 0.000 -1.610  -0.171
C: 0.670 -2.174 -0.827  -0.126
C: -0.431 -1.778 -1.437  -0.404
H: 0.645 -2.158 0.239  0.039
C: -0.473 -1.377 -2.857  -0.261
H: -1.488 -1.910 -1.007  0.060
C: 0.567 -2.145 -3.679  -0.181
H: -1.490 -1.385 -3.267  0.122
H: -0.203 -0.310 -2.836  0.011
C: 1.920 -2.023 -3.016  -0.200
H: 0.208 -3.170 -3.690  0.113
H: 0.575 -1.796 -4.716  0.113
C: 1.963 -2.318 -1.528  -0.186
H: 2.627 -2.656 -3.530  0.100
H: 2.264 -0.997 -3.125  0.117
H: 2.447 -3.284 -1.334  0.113
H: 2.710 -1.685 -1.021  0.119
N: 0.638 3.368 2.716  0.143
C: 0.130 2.173 2.331  -0.634
N: -0.008 1.272 3.351  0.144
O: -0.154 1.872 1.142  -0.113
H: 0.648 3.594 3.709  0.099
H: 0.608 4.140 2.073  0.106
H: -0.385 0.372 3.158  -0.036
H: 0.190 1.593 4.294  0.096